1.
# C5H12O3

2 unconnected molecules or ions with the total composition C5H12O3 at a distorted geometry (the ωB97M-V functional and the def2-TZVPD basis, OMol25).

CARTESIAN COORDINATES (ANGSTROEM)
C 1.0711 -1.3021 -0.8448
C 0.1064 -0.4248 -1.6072
O -0.9900 -0.1013 -0.7233
C -0.8869 0.9706 0.1388
O 0.0017 1.8117 0.2099
C -2.1355 1.1494 1.0301
C -1.8340 1.9138 2.3125
H 1.9143 -1.5982 -1.4913
H 0.5728 -2.2146 -0.4766
H 1.4695 -0.7453 0.0200
H 0.6584 0.3775 -2.1335
H -0.2572 -1.1397 -2.3702
H -2.8199 1.6673 0.3308
H -2.5888 0.1715 1.2822
H -0.8615 1.6835 2.7792
H -2.6373 1.5930 2.9968
H -1.9068 3.0054 2.1717
O 3.8300 -2.4020 -1.5680
H 3.1304 -2.7895 -0.9947
H 4.1632 -1.6262 -1.0626

As for the frontier orbital gap: 11.09 eV. Its HOMO energy is -0.379 Eh. The calculation puts the total energy at -11521.73772 eV. The calculation puts the energy above the lowest of the compared OMol25 structures with the same formula, charge and spin at 99.2 kJ/mol. As for the charge: 0.

=====

2.
# C31H58Cl3N14O2SV

A molecular structure, C31H58Cl3N14O2SV (the ωB97M-V functional and the def2-TZVPD basis, OMol25).

CARTESIAN COORDINATES (ANGSTROEM)
V -0.4915 0.5044 0.3221
C -1.4068 4.8394 1.4739
N -2.3639 3.9545 2.1018
C -3.3479 4.5958 2.9507
C -2.3413 2.5976 1.9015
N -1.2257 1.8967 1.8601
C -0.1544 2.3183 2.7584
C 1.2214 2.0476 2.1816
N 1.4076 0.7634 1.4528
C 2.7959 0.8721 0.9015
C 3.2452 -0.0975 -0.1890
N 3.0613 0.4619 -1.5107
C 4.0675 0.5015 -2.3086
N 4.0560 1.3683 -3.3817
C 4.6219 1.0160 -4.6654
C 3.1715 2.5122 -3.3932
N 5.2270 -0.2555 -2.2115
C 5.2145 -1.6147 -1.7289
C 6.5409 0.3271 -2.3989
C 1.3898 -0.4059 2.3642
C 0.0170 -0.8633 2.8344
N -0.9175 -1.1152 1.7374
C -1.7946 -2.0634 1.9244
N -1.9432 -2.6970 3.1579
C -2.1646 -4.1285 3.2256
C -2.3510 -1.9723 4.3456
N -2.5895 -2.5462 0.9344
C -2.2309 -2.5531 -0.4685
C -3.9388 -3.0144 1.2077
N -3.5420 1.9891 1.7652
C -3.7741 0.6783 2.3460
C -4.7120 2.6397 1.2013
H -1.9330 5.5828 0.8682
H -0.7504 4.2738 0.8189
H -0.8038 5.3757 2.2137
H -2.8378 5.1940 3.7105
H -3.9499 3.8481 3.4586
H -4.0105 5.2578 2.3857
H -0.2668 1.8046 3.7194
H -0.1799 3.3834 2.9954
H 1.9635 2.1124 2.9892
H 1.4567 2.8339 1.4643
H 3.4732 0.7665 1.7596
H 2.9227 1.8817 0.5139
H 2.7142 -1.0457 -0.0750
H 4.3035 -0.3043 0.0150
H 5.1486 0.0680 -4.6005
H 5.3229 1.7789 -5.0159
H 3.8303 0.9233 -5.4180
H 2.7275 2.6362 -2.4101
H 2.3612 2.3807 -4.1179
H 3.7290 3.4122 -3.6677
H 4.1905 -1.9592 -1.6142
H 5.7254 -1.7194 -0.7653
H 5.7202 -2.2700 -2.4465
H 6.4485 1.3712 -2.6850
H 7.1045 -0.1997 -3.1755
H 7.1158 0.2719 -1.4689
H 2.0082 -0.1914 3.2476
H 1.8588 -1.2247 1.8225
H -0.3978 -0.1194 3.5154
H 0.1705 -1.7679 3.4326
H -1.8551 -4.5969 2.2936
H -3.2096 -4.3925 3.4190
H -1.5611 -4.5421 4.0373
H -2.1853 -0.9067 4.2295
H -1.7853 -2.3155 5.2155
H -3.4168 -2.1276 4.5524
H -1.3773 -1.9135 -0.6255
H -3.0648 -2.1810 -1.0581
H -1.9894 -3.5751 -0.7864
H -4.2258 -2.7847 2.2310
H -4.0360 -4.0917 1.0439
H -4.6217 -2.4916 0.5367
H -4.4224 0.7742 3.2257
H -2.8188 0.2593 2.6322
H -4.2445 0.0181 1.6217
H -4.4156 3.5124 0.6261
H -5.4270 2.9409 1.9726
H -5.2119 1.9365 0.5343
C 0.3988 -1.8798 -3.7275
C 0.5337 -1.6054 -2.2534
N 0.2885 -0.4467 -1.7439
N 0.0272 0.5120 -2.6938
C 0.0010 1.8353 -2.4568
N -0.1286 2.5898 -3.5712
S 0.1428 2.5214 -0.9490
C 0.9761 -2.7328 -1.3787
C 1.5586 -3.8752 -1.9273
C 1.9472 -4.9020 -1.0804
C 1.7339 -4.7693 0.2792
C 1.1679 -3.5863 0.7334
N 0.8158 -2.5922 -0.0678
H -0.5641 -1.5126 -4.0931
H 1.1995 -1.4055 -4.3037
H 0.4140 -2.9414 -3.9391
H -0.0238 0.2186 -3.6547
H -0.3537 3.5567 -3.4050
H -0.5713 2.1897 -4.3852
H 1.7318 -3.9702 -2.9879
H 2.4048 -5.7953 -1.4844
H 2.0031 -5.5533 0.9733
H 0.9898 -3.4294 1.7939
Cl -3.5052 3.0458 -2.0288
C -4.0151 1.3724 -2.3319
Cl -3.2651 0.7859 -3.8605
Cl -5.7574 1.3440 -2.5276
C -3.5227 0.4077 -1.1749
O -4.3591 -0.3747 -0.7485
O -2.3141 0.5581 -0.8684

Its expectation value of S² is 3.758. As for the frontier orbital gap (alpha / beta): 6.54 / 7.63 eV. Its HOMO energy (alpha / beta) is -0.337 / -0.378 Eh. The spin multiplicity is 4. The calculation puts the total energy at -132131.72041 eV. The calculation puts the energy above the lowest of the compared OMol25 structures with the same formula, charge and spin at 0.0 kJ/mol. As for the charge: +1.

=====

3.
# C2H2O2

C2H2O2 in the gas phase (the ωB97M-V functional and the def2-TZVPD basis, OMol25).

CARTESIAN COORDINATES (ANGSTROEM)
O 1.3930 -0.5785 -0.7810
C 0.8178 0.0291 0.0665
C -0.9224 0.3401 -0.2134
O -0.5266 -0.5994 0.5482
H 1.2359 0.5808 0.9228
H -1.9979 0.2278 -0.5431

As for the frontier orbital gap: 9.41 eV. Its HOMO energy is -0.348 Eh. The calculation puts the total energy at -6197.22267 eV. The calculation puts the energy above the lowest of the compared OMol25 structures with the same formula, charge and spin at 273.2 kJ/mol. As for the charge: 0.

=====

4.
# C4H13NO2

3 unconnected molecules or ions with the total composition C4H13NO2 at a distorted geometry (the ωB97M-V functional and the def2-TZVPD basis, OMol25).

CARTESIAN COORDINATES (ANGSTROEM)
C -1.2368 2.5456 -0.3215
C -0.5743 1.6947 0.7585
C -0.8733 0.3986 0.9101
C -0.0560 -0.3104 1.9811
N 1.1037 -0.9729 1.3893
H -1.1321 2.0618 -1.3250
H -2.4185 2.6595 -0.2335
H -0.9576 3.6601 -0.4481
H 0.2249 2.2961 1.3296
H -1.5726 -0.1516 0.3888
H 0.1248 0.2993 2.9266
H -0.5692 -1.2483 2.3391
H 0.8986 -1.2384 0.4686
H 1.9189 -0.3136 1.2309
O -0.7419 -2.5610 -2.0486
H -0.3278 -1.7468 -2.3117
H 0.0191 -2.9619 -1.5267
O 1.8387 -0.3035 -1.5285
H 1.3399 0.6845 -1.5853
H 2.3937 -0.2461 -2.3311

As for the frontier orbital gap: 8.94 eV. Its HOMO energy is -0.320 Eh. The calculation puts the total energy at -9941.75180 eV. The calculation puts the energy above the lowest of the compared OMol25 structures with the same formula, charge and spin at 235.9 kJ/mol. As for the charge: 0.

=====

5.
# C35H45BrN4P2Pd

A molecular structure, C35H45BrN4P2Pd at a distorted geometry (the ωB97M-V functional and the def2-TZVPD basis, OMol25).

CARTESIAN COORDINATES (ANGSTROEM)
C 2.8958 4.8914 -1.2773
C 1.7341 4.3377 -1.8456
C 1.7409 3.9680 -3.2105
C 2.9266 4.1660 -3.9331
N 4.0173 4.6694 -3.3617
C 4.0292 5.0345 -2.0846
C 0.6023 4.0960 -0.9985
C -0.3072 3.7876 -0.2307
C -1.3398 3.0423 0.4177
C -0.9355 1.9485 1.1998
C -1.8093 0.8480 1.2744
C -3.0896 0.9108 0.7380
C -3.5934 2.1170 0.2601
C -2.7078 3.1906 0.0759
Pd -1.0629 -1.1070 0.4747
P 1.0919 -0.7542 -0.3777
H 0.8863 3.4917 -3.6905
H 2.9429 5.1385 -0.2203
H 2.9761 3.8858 -4.9896
H 4.9482 5.4375 -1.6562
H -3.0536 4.1261 -0.3675
H 0.0705 1.8850 1.6208
H -4.6418 2.2015 -0.0014
H -1.5796 -0.0658 1.8689
C 2.0398 -2.3238 -0.3118
C 3.3268 -2.4789 -1.1120
H 1.3304 -3.1071 -0.6118
H 2.2477 -2.4893 0.7541
H 3.6836 -3.5051 -0.9692
H 3.1916 -2.3400 -2.1884
H 4.1325 -1.8251 -0.7640
C 1.3381 -0.0354 -2.0668
C 2.7147 0.4814 -2.5035
H 0.6194 0.7976 -2.1275
H 1.0024 -0.8079 -2.7722
H 2.6988 0.6538 -3.5887
H 2.9602 1.4479 -2.0446
H 3.5399 -0.2164 -2.3148
C 2.0540 0.4536 0.6304
C 3.5760 0.3626 0.6752
H 1.6718 0.3801 1.6571
H 1.7415 1.4342 0.2387
H 3.9268 1.1695 1.3293
H 3.9413 -0.5774 1.1030
H 4.0664 0.5161 -0.2922
Br -4.1284 -0.7089 0.8162
P -2.0008 -1.9524 -1.5814
C -0.8734 -2.7251 -2.8002
C -1.3678 -4.0050 -3.4655
H 0.0855 -2.9080 -2.2911
H -0.6921 -1.9586 -3.5662
H -0.5595 -4.3988 -4.0909
H -1.6349 -4.7831 -2.7449
H -2.2290 -3.8302 -4.1209
C -3.0786 -3.3024 -0.9671
C -4.4070 -3.4918 -1.6793
H -3.2557 -3.0870 0.0977
H -2.4646 -4.2121 -1.0113
H -5.0407 -4.1139 -1.0365
H -4.9397 -2.5517 -1.8641
H -4.2966 -4.0285 -2.6298
C -2.9105 -0.6685 -2.5189
C -3.3533 -0.9924 -3.9459
H -2.2351 0.2009 -2.5353
H -3.7648 -0.3782 -1.8896
H -3.8928 -0.1187 -4.3299
H -2.5142 -1.1755 -4.6267
H -4.0358 -1.8485 -4.0001
N -0.7464 2.0676 10.6645
C -0.5255 1.5581 9.6310
C -0.2520 0.9447 8.3610
C -0.5943 1.6098 7.1756
C -0.3306 1.0080 5.9468
C 0.2405 -0.2690 5.8996
C 0.6080 -0.9335 7.0725
C 0.3588 -0.3200 8.3112
N 0.3553 -0.9318 4.6665
C 0.9420 -2.1620 4.3696
C 0.6349 -2.4307 3.0632
N -0.1784 -1.4236 2.5713
C -0.2674 -0.5070 3.5310
H -1.0642 2.5930 7.2194
H -0.5836 1.5563 5.0453
H 1.0540 -1.9284 7.0271
H 0.6333 -0.8317 9.2422
H 1.4962 -2.7344 5.0909
H 0.9554 -3.2415 2.4327
H -0.7846 0.4298 3.5106

As for the frontier orbital gap: 4.66 eV. Its HOMO energy is -0.184 Eh. The calculation puts the total energy at -135081.90077 eV. The calculation puts the energy above the lowest of the compared OMol25 structures with the same formula, charge and spin at 0.0 kJ/mol. As for the charge: 0.

=====

6.
# C5H2O

C5H2O in the gas phase at a distorted geometry (the ωB97M-V functional and the def2-TZVPD basis, OMol25).

CARTESIAN COORDINATES (ANGSTROEM)
C 2.3142 -0.9805 0.4730
C 1.3053 -0.6034 -0.1431
C -1.3255 -0.9356 -0.4147
C 0.8777 0.6263 -0.8719
C -0.0509 -0.2510 -0.6795
O -2.0637 -0.3354 0.3169
H -1.3142 -1.9310 -0.9224
H 1.2604 1.5301 -1.2524

As for the frontier orbital gap: 8.49 eV. Its HOMO energy is -0.338 Eh. The calculation puts the total energy at -7257.11666 eV. The calculation puts the energy above the lowest of the compared OMol25 structures with the same formula, charge and spin at 327.2 kJ/mol. As for the charge: 0.